[1]
{"formula": "C46H34AsBaN5O2PS2", "method": "ωB97M-V/def2-TZVPD", "elements": ["Ba", "O", "C", "O", "C", "C", "C", "N", "C", "C", "C", "C", "C", "C", "C", "N", "C", "C", "C", "C", "C", "N", "H", "H", "H", "H", "H", "H", "H", "H", "H", "H", "S", "C", "C", "N", "C", "S", "C", "N", "C", "C", "As", "C", "C", "C", "C", "C", "C", "C", "C", "C", "C", "C", "C", "P", "C", "C", "C", "C", "C", "C", "C", "C", "C", "C", "C", "C", "H", "H", "H", "H", "H", "H", "H", "H", "H", "H", "H", "H", "H", "H", "H", "H", "H", "H", "H", "H", "H", "H", "H", "H"], "positions_angstrom": [[-0.99138, 2.40927, -1.34462], [0.53997, 8.64400, -5.13383], [1.42387, 7.94694, -4.58981], [2.67139, 8.03231, -4.56507], [0.88096, 6.67462, -3.91233], [1.73718, 5.77613, -3.30182], [1.21782, 4.65100, -2.68677], [-0.09635, 4.36987, -2.69890], [-0.92712, 5.21645, -3.33357], [-0.47026, 6.38349, -3.92463], [-2.37074, 4.80286, -3.42417], [-3.34693, 5.66198, -3.90436], [-4.64588, 5.20220, -4.03837], [-4.94733, 3.89344, -3.70275], [-3.92771, 3.09923, -3.21719], [-2.66925, 3.53919, -3.07056], [2.13421, 3.64174, -2.05763], [3.39611, 4.00438, -1.60436], [4.25952, 3.02663, -1.14393], [3.85171, 1.70580, -1.14919], [2.56865, 1.42732, -1.58447], [1.71142, 2.36375, -2.01483], [2.79874, 5.98445, -3.35090], [-1.11231, 7.08790, -4.43696], [-3.10227, 6.68123, -4.16283], [-5.41667, 5.86770, -4.40581], [-5.94860, 3.49555, -3.79760], [-4.11716, 2.07645, -2.91257], [3.69154, 5.04581, -1.60731], [5.24639, 3.29946, -0.78681], [4.49257, 0.90358, -0.80472], [2.20569, 0.41090, -1.57731], [-1.98692, 3.51922, 1.20663], [-2.77818, 2.09465, 1.85465], [-2.81699, 2.03095, 3.31630], [-2.83971, 1.99612, 4.46786], [-3.31774, 1.04365, 1.17980], [-3.35969, 0.77611, -0.56475], [-3.87142, -0.04980, 1.97015], [-4.28702, -0.94192, 2.56937], [-1.06531, -1.55848, 1.21550], [-0.81767, -3.06247, 1.34624], [-1.54694, -3.69145, 3.06295], [-0.33374, -2.59656, 4.14032], [-0.88404, -1.55372, 4.88112], [-0.06283, -0.67268, 5.58017], [1.31543, -0.83599, 5.54589], [1.87386, -1.87643, 4.80633], [1.05359, -2.74940, 4.10250], [-0.54567, -5.37403, 3.19089], [-0.37733, -5.94700, 4.45226], [0.31663, -7.13882, 4.60828], [0.84761, -7.78748, 3.49681], [0.67309, -7.23668, 2.23414], [-0.01966, -6.03563, 2.08225], [-0.17487, -0.68599, -0.14692], [-0.57747, -1.67340, -1.64189], [0.30888, -1.72382, -2.72328], [-0.04616, -2.34341, -3.91766], [-1.30507, -2.91380, -4.05504], [-2.20477, -2.85013, -2.99798], [-1.84837, -2.23098, -1.80491], [1.54312, -1.20795, 0.30931], [2.14275, -0.44353, 1.31945], [3.40187, -0.76481, 1.81369], [4.09768, -1.84759, 1.28886], [3.51707, -2.61411, 0.28704], [2.24582, -2.30244, -0.19214], [-0.73167, -1.04304, 2.11661], [-2.12761, -1.33945, 1.11188], [0.24643, -3.29169, 1.33937], [-1.29353, -3.62044, 0.54153], [-1.95880, -1.41209, 4.89514], [-0.50348, 0.14317, 6.14175], [1.95632, -0.14751, 6.08574], [2.95074, -2.00166, 4.76815], [1.49807, -3.55323, 3.52401], [-0.78370, -5.44869, 5.32462], [0.44323, -7.56439, 5.59774], [1.39387, -8.71595, 3.61659], [1.07926, -7.73676, 1.36127], [-0.14422, -5.62377, 1.08786], [1.29395, -1.27812, -2.63979], [0.66077, -2.37568, -4.73966], [-1.58762, -3.39386, -4.98566], [-3.19810, -3.27389, -3.10239], [-2.57820, -2.14868, -1.00937], [1.60844, 0.41187, 1.72638], [3.83909, -0.16738, 2.60669], [5.08509, -2.09767, 1.66394], [4.04710, -3.46884, -0.11552], [1.79693, -2.92808, -0.95506]], "mulliken_charge": [1.163, -0.736, 0.501, -0.735, -0.592, -0.832, 0.688, -0.295, 0.538, -0.609, 0.613, -0.653, -0.361, -0.842, -0.049, -0.119, 0.616, -0.789, -0.588, -0.943, -0.518, -0.312, 0.594, 0.500, 0.366, 0.423, 0.396, 0.372, 0.430, 0.418, 0.436, 0.968, -0.419, 0.498, -0.160, -0.563, 0.456, -0.209, -0.086, -0.596, -0.679, -0.951, 0.254, -0.103, -0.214, -0.592, -0.520, -0.690, 0.097, 0.039, -0.385, -0.590, -0.398, -0.679, 0.003, 0.812, 0.999, -0.074, -0.819, -0.527, -0.865, -0.653, 0.375, -0.882, -0.887, -0.605, -0.836, -0.042, 0.534, -0.029, 0.354, 0.727, 0.375, 0.440, 0.383, 0.443, 0.376, 0.363, 0.367, 0.363, 0.378, 0.302, 0.258, 0.444, 0.393, 0.438, 0.346, 0.390, 0.465, 0.449, 0.399, 0.482], "lumo_energy_ev": 1.32, "e_homo_ev": -4.71, "total_charge": -1, "relative_energy_kcal_mol": 10.5, "multiplicity": 1}


[2]
{"formula": "C46H34BClF2N2O2PRu", "method": "ωB97M-V/def2-TZVPD", "elements": ["Ru", "Cl", "C", "C", "C", "C", "C", "C", "P", "C", "C", "C", "C", "C", "C", "C", "C", "C", "C", "C", "C", "H", "H", "H", "H", "H", "H", "H", "H", "H", "H", "H", "H", "H", "H", "O", "C", "O", "C", "C", "C", "C", "C", "C", "N", "C", "C", "C", "C", "C", "C", "N", "H", "H", "H", "H", "H", "H", "H", "H", "H", "H", "C", "C", "C", "C", "C", "C", "C", "C", "C", "C", "C", "C", "C", "C", "C", "H", "H", "H", "H", "H", "H", "H", "H", "H", "H", "F", "B", "F"], "positions_angstrom": [[-0.24182, -1.54320, -0.79533], [0.32121, -3.33870, 1.09652], [-0.25807, -2.53121, 2.55049], [-0.46673, -3.33329, 3.65886], [-0.91244, -2.75150, 4.83516], [-1.12236, -1.38076, 4.89055], [-0.89901, -0.59887, 3.76830], [-0.47871, -1.15889, 2.56316], [-0.12935, -0.18092, 1.04472], [1.58148, 0.32093, 1.46225], [1.86999, 1.24895, 2.46241], [3.18277, 1.49886, 2.82667], [4.22330, 0.82934, 2.19167], [3.94824, -0.08423, 1.18572], [2.63019, -0.33661, 0.82963], [-1.10150, 1.34407, 1.24560], [-2.40695, 1.29579, 1.73083], [-3.19191, 2.43792, 1.77243], [-2.67434, 3.64507, 1.32407], [-1.37703, 3.70248, 0.83562], [-0.59200, 2.55911, 0.79317], [-0.28280, -4.39696, 3.59444], [-1.08757, -3.36989, 5.70545], [-1.45866, -0.91729, 5.80853], [-1.06513, 0.46913, 3.82413], [1.06589, 1.78216, 2.95558], [3.39665, 2.22051, 3.60486], [5.24887, 1.02996, 2.47477], [4.75124, -0.59140, 0.66580], [2.42460, -1.05483, 0.04264], [-2.82079, 0.35775, 2.07656], [-4.20920, 2.37810, 2.14057], [-3.28312, 4.53973, 1.35417], [-0.96456, 4.63735, 0.48037], [0.41832, 2.62267, 0.40849], [-7.05381, -0.64938, 3.20415], [-6.38669, 0.12767, 2.32026], [-6.67296, 1.28617, 2.20399], [-5.29864, -0.53297, 1.53802], [-4.55342, -1.59298, 2.04800], [-3.50281, -2.12333, 1.31528], [-3.20022, -1.60390, 0.06093], [-3.94910, -0.54904, -0.45486], [-4.98660, -0.01248, 0.28535], [-2.14970, -2.17166, -0.70258], [-2.53331, -3.00368, -1.68404], [-1.54665, -3.48980, -2.55051], [-1.75644, -4.43281, -3.58354], [-0.70066, -4.84724, -4.34164], [0.58366, -4.32619, -4.08320], [0.72281, -3.39671, -3.08546], [-0.29919, -2.96774, -2.32812], [-6.79537, -1.57188, 3.09252], [-4.75177, -1.98963, 3.03796], [-2.91384, -2.94159, 1.70870], [-3.68865, -0.14962, -1.42717], [-5.55808, 0.82718, -0.08738], [-3.57610, -3.27510, -1.79403], [-2.75653, -4.80970, -3.75201], [-0.84603, -5.56754, -5.13583], [1.44323, -4.62713, -4.66353], [1.68514, -2.94763, -2.87422], [0.05378, -0.02543, -2.16755], [1.13634, 0.66965, -2.07032], [2.24442, 1.38793, -1.96505], [3.56892, 0.80969, -2.30009], [4.70336, 1.61307, -2.42163], [5.94272, 1.05945, -2.71286], [6.07967, -0.30758, -2.89727], [4.95533, -1.11810, -2.79598], [3.72242, -0.56467, -2.50108], [2.14799, 2.78204, -1.44929], [2.92344, 3.19257, -0.36471], [2.77572, 4.46331, 0.16881], [1.86191, 5.35203, -0.38420], [1.09704, 4.95743, -1.47283], [1.23846, 3.68117, -1.99950], [4.61701, 2.68376, -2.29047], [6.80657, 1.70642, -2.80088], [7.04709, -0.73692, -3.12262], [5.04189, -2.18760, -2.94511], [2.84938, -1.20046, -2.42499], [3.62846, 2.49832, 0.07541], [3.37294, 4.75917, 1.02256], [1.74944, 6.34604, 0.02989], [0.38540, 5.64425, -1.91418], [0.63502, 3.36810, -2.84278], [-0.54701, -0.85626, -4.46722], [-0.88344, -0.20716, -3.35289], [-2.15120, 0.21712, -3.30906]], "mulliken_charge": [-0.043, -0.241, 0.600, -0.472, -0.656, -0.878, -0.415, 0.095, 1.423, 1.126, -0.116, -0.805, -0.766, -0.570, -0.204, -0.121, -0.552, -0.959, -1.130, -0.498, 0.221, 0.506, 0.422, 0.459, 0.372, 0.353, 0.461, 0.405, 0.427, 0.114, 0.732, 0.458, 0.422, 0.433, 0.009, -0.512, 0.437, -0.549, 0.881, -0.920, -0.440, -1.071, -0.104, -0.873, 0.776, -0.499, 0.472, -1.261, -0.307, -0.983, -0.291, 0.417, 0.370, 0.409, 0.553, 0.529, 0.410, 0.347, 0.468, 0.419, 0.453, 0.369, -0.015, -0.693, 0.728, 0.052, -0.450, -0.775, -0.556, -0.621, 0.830, -0.015, 0.120, -1.003, -0.523, -1.005, 0.138, 0.477, 0.401, 0.410, 0.397, -0.488, 0.758, 0.414, 0.423, 0.414, 0.478, -0.301, 0.541, -0.250], "lumo_energy_ev": [-0.26, -0.08], "e_homo_ev": [-5.94, -7.23], "relative_energy_kcal_mol": 0.0, "multiplicity": 2}


[3]
{"formula": "C46H34Br2IN2O3P2V", "method": "ωB97M-V/def2-TZVPD", "elements": ["V", "C", "P", "C", "C", "C", "C", "C", "C", "C", "C", "C", "C", "C", "C", "C", "C", "C", "C", "C", "P", "C", "C", "C", "C", "C", "C", "C", "C", "C", "C", "C", "C", "N", "H", "H", "H", "H", "H", "H", "H", "H", "H", "H", "H", "H", "H", "H", "H", "H", "H", "H", "H", "H", "H", "H", "H", "H", "H", "H", "Br", "C", "C", "C", "Br", "C", "C", "C", "C", "N", "C", "C", "O", "H", "H", "H", "H", "I", "C", "C", "C", "C", "C", "C", "C", "O", "O", "H", "H", "H", "H"], "positions_angstrom": [[-0.49710, -0.12447, 0.42408], [-2.77165, 2.13919, 0.35642], [-1.77708, 1.26919, -0.98091], [-1.30278, 2.81673, -1.85060], [-0.61860, 3.81039, -1.15259], [-0.19869, 4.96429, -1.80074], [-0.45937, 5.14088, -3.15106], [-1.15681, 4.16284, -3.84794], [-1.57203, 3.00756, -3.20480], [-3.08866, 0.52754, -2.01250], [-4.31208, 1.16158, -2.21603], [-5.29650, 0.56053, -2.98735], [-5.06724, -0.68168, -3.56158], [-3.86046, -1.33194, -3.34437], [-2.87963, -0.73486, -2.56585], [-1.81075, 2.31351, 1.49453], [-1.80930, 3.17159, 2.58189], [-0.79221, 2.71420, 3.45763], [-0.23066, 1.60095, 2.85793], [0.68991, 0.54030, 3.39834], [1.31728, -0.35477, 1.90373], [1.77481, -2.04905, 2.38171], [0.89886, -2.78610, 3.18228], [1.04131, -4.15791, 3.31168], [2.06536, -4.82109, 2.65134], [2.93972, -4.10094, 1.84957], [2.78444, -2.73191, 1.69949], [2.86262, 0.59688, 1.68105], [2.74171, 1.84528, 1.06726], [3.84106, 2.68080, 0.95446], [5.07556, 2.28122, 1.44793], [5.19924, 1.05012, 2.07296], [4.09791, 0.21424, 2.19726], [-0.81921, 1.38268, 1.63963], [-3.20537, 3.08958, 0.04034], [-3.58420, 1.46657, 0.65797], [-0.41349, 3.67603, -0.09630], [0.33526, 5.72911, -1.24950], [-0.11821, 6.03398, -3.66067], [-1.37044, 4.29519, -4.90218], [-2.08982, 2.23313, -3.75545], [-4.49264, 2.13711, -1.77943], [-6.24487, 1.06280, -3.13668], [-5.83012, -1.13839, -4.18100], [-3.67114, -2.30358, -3.78367], [-1.93935, -1.24071, -2.38973], [-2.47255, 4.00917, 2.74297], [-0.52549, 3.13652, 4.41582], [1.50168, 0.93857, 4.00772], [0.12010, -0.16815, 4.01070], [0.08314, -2.28370, 3.69047], [0.33258, -4.71532, 3.91201], [2.16746, -5.89447, 2.74557], [3.73797, -4.60998, 1.32361], [3.43616, -2.19456, 1.02136], [1.78140, 2.15011, 0.67491], [3.73568, 3.64640, 0.47567], [5.93609, 2.93191, 1.35224], [6.15675, 0.73951, 2.47393], [4.20269, -0.73490, 2.70701], [-0.13115, -4.61433, -1.87184], [-1.10812, -4.13614, -0.31552], [-1.83645, -5.09589, 0.36998], [-2.55626, -4.73916, 1.48826], [-3.54471, -6.09769, 2.39436], [-2.59147, -3.41197, 1.95883], [-3.31205, -2.95633, 3.08795], [-3.27057, -1.61255, 3.39379], [-2.53443, -0.72509, 2.61737], [-1.80666, -1.11633, 1.55362], [-1.84207, -2.44983, 1.23901], [-1.06766, -2.79179, 0.08347], [-0.41212, -1.86528, -0.51523], [-1.84520, -6.11991, 0.02410], [-3.88645, -3.65116, 3.68279], [-3.81752, -1.23352, 4.24721], [-2.52725, 0.33082, 2.85463], [6.62006, 0.19883, -4.87930], [4.73234, 0.24038, -3.93726], [4.59271, -0.30369, -2.67092], [3.35391, -0.24100, -2.05560], [2.26366, 0.33355, -2.70423], [2.42287, 0.85280, -3.98269], [3.66294, 0.81830, -4.60111], [0.94666, 0.39717, -1.99707], [-0.08376, 0.40345, -2.68780], [0.99917, 0.39597, -0.72499], [5.42944, -0.76795, -2.16707], [3.20600, -0.64169, -1.06157], [1.57145, 1.29371, -4.48590], [3.79440, 1.23660, -5.58978]], "mulliken_charge": [-1.400, -1.308, 2.551, 0.602, -0.505, -0.956, -0.567, -0.758, -0.715, -0.097, -0.258, -0.842, -0.476, -0.841, -0.451, -0.618, -1.128, -1.508, -0.154, -1.459, 2.107, 0.807, -0.522, -0.544, -0.645, -0.846, -0.585, 0.330, 0.029, -0.893, -0.637, -0.789, -0.366, 2.763, 0.625, 0.486, 0.350, 0.469, 0.381, 0.400, 0.418, 0.328, 0.407, 0.372, 0.435, 0.355, 0.525, 0.493, 0.600, 0.553, 0.038, 0.428, 0.382, 0.407, 0.162, 0.017, 0.474, 0.400, 0.426, 0.444, -0.248, -0.152, -0.329, 0.157, -0.288, 1.110, -1.395, -1.279, -0.141, 1.154, -0.465, 0.095, -0.153, 0.456, 0.337, 0.500, 0.293, 0.015, -0.103, -0.585, 0.004, -0.211, -0.345, -0.559, -0.082, -0.569, 0.545, 0.419, 0.291, 0.453, 0.380], "lumo_energy_ev": [2.03, 2.03], "e_homo_ev": [-3.28, -4.73], "total_charge": -1, "relative_energy_kcal_mol": 31.8, "multiplicity": 4}